Record 1
The following is a DFT calculation (ωB97M-V with the def2-TZVPD basis set) of a molecular structure, C34H27F2N8NiO4.

```
76
Properties=species:S:1:pos:R:3:forces:R:3
Ni -0.90110 1.06920 0.73283 0.1 0.0 0.0
F -0.14995 6.27636 0.06889 0.0 0.0 0.0
C -0.58971 5.25011 0.83538 0.0 0.0 0.0
C -0.48098 3.96102 0.36076 0.0 0.0 0.0
C -0.93731 2.90518 1.14506 0.0 0.0 0.0
C -1.48334 3.19327 2.41273 0.0 0.0 0.0
C -1.57091 4.51207 2.83454 0.0 0.0 0.0
F -2.10732 4.81458 4.04707 0.0 0.0 0.0
C -1.13143 5.56837 2.06815 0.0 0.0 0.0
C -1.94122 2.01411 3.15093 0.0 0.0 0.0
C -2.46833 1.97195 4.44114 0.0 0.0 0.0
C -2.85453 0.75636 4.97393 0.0 0.0 0.0
C -2.71735 -0.39867 4.21957 0.0 0.1 0.0
C -2.17748 -0.28950 2.95223 0.0 -0.1 0.0
N -1.79187 0.87679 2.43994 0.0 0.1 -0.1
H -0.05720 3.78749 -0.61856 0.0 0.0 0.0
H -1.21184 6.58891 2.41119 0.0 0.0 0.0
H -2.57143 2.88321 5.00619 0.0 0.0 0.0
H -3.26396 0.71221 5.97554 0.0 0.0 0.0
H -3.01508 -1.36659 4.59633 0.0 0.0 0.0
H -2.04361 -1.14669 2.30562 0.0 0.0 0.0
C 6.37154 1.09539 -2.87854 0.0 0.0 0.0
O 5.24126 0.28514 -3.11773 0.0 0.0 0.1
C 5.05625 -0.78565 -2.29203 0.0 0.0 -0.1
C 6.01533 -1.26107 -1.40844 0.0 0.0 0.0
C 5.72610 -2.37020 -0.62169 0.0 -0.1 0.1
C 4.48484 -2.98039 -0.67399 0.0 0.1 0.0
C 3.53891 -2.51447 -1.59007 -0.1 0.1 0.0
C 3.82410 -1.42986 -2.39139 0.0 0.0 0.0
N 4.29930 -4.15353 0.13571 -0.2 0.0 0.1
N 3.23027 -4.38108 0.73179 0.4 -0.1 0.0
C 2.16849 -3.43191 0.76915 -0.5 0.1 -0.1
C 0.94601 -3.86305 0.30013 0.2 0.0 0.1
C -0.14340 -3.00627 0.15301 0.0 0.1 0.0
C -0.06948 -1.66640 0.54392 0.3 -0.1 -0.2
O -1.03393 -0.84069 0.35573 -0.4 0.1 0.1
C 1.16492 -1.24414 1.18667 -0.2 -0.1 0.0
N 1.17813 0.01569 1.67683 0.1 0.1 -0.1
C 2.25992 0.46648 2.25374 0.0 -0.1 0.1
C 3.40886 -0.32727 2.44047 0.0 0.0 0.0
C 3.40646 -1.61060 1.97388 0.0 0.0 -0.1
C 2.27349 -2.11201 1.29093 0.2 -0.2 0.0
H 6.25663 1.97423 -3.50787 0.0 0.0 0.0
H 7.29963 0.58133 -3.14759 0.0 0.0 0.0
H 6.42265 1.40426 -1.83097 0.0 0.0 0.0
H 6.98542 -0.79119 -1.33184 0.0 0.0 0.0
H 6.47096 -2.76687 0.05786 0.0 0.0 0.0
H 2.56881 -2.98763 -1.65898 0.0 0.0 -0.1
H 3.09212 -1.04872 -3.09141 0.0 0.0 0.0
H 0.87158 -4.89112 -0.03677 0.0 0.0 0.0
H -1.05890 -3.35233 -0.30935 0.0 0.0 0.0
H 2.22950 1.49099 2.61249 0.0 0.0 0.0
H 4.26474 0.07368 2.96779 0.0 0.0 0.0
H 4.26218 -2.25235 2.13222 0.1 0.0 0.0
N -0.20207 1.30265 -1.03658 -0.2 -0.2 0.0
C -0.19144 0.91210 -2.13271 0.2 0.1 0.1
N -0.10388 0.56645 -3.37345 -0.1 -0.1 -0.1
C -0.75772 -0.50285 -3.78031 0.2 0.0 0.1
N -1.30187 -1.43943 -4.20032 0.0 0.0 0.0
O -4.32885 2.18552 -2.52780 -0.2 0.0 0.1
C -3.94116 1.48397 -1.45512 0.2 0.0 0.0
O -3.85335 1.96632 -0.35896 -0.2 0.1 0.1
C -3.54890 0.03828 -1.76819 0.0 0.1 -0.2
N -3.95010 -0.30455 -3.13650 -0.2 0.1 0.2
C -5.25391 -0.95996 -3.00337 0.0 0.0 0.0
C -5.22383 -1.73663 -1.67907 0.0 0.0 0.0
C -4.19309 -0.98148 -0.81343 0.0 0.0 0.0
H -2.46297 0.02139 -1.68598 0.0 -0.1 0.1
H -3.24905 -0.90622 -3.55940 0.0 0.0 -0.1
H -4.33030 1.52038 -3.25531 0.2 0.0 -0.1
H -5.46392 -1.57668 -3.87672 0.0 0.0 0.0
H -6.02318 -0.18172 -2.95552 0.0 0.0 0.0
H -4.89794 -2.76418 -1.84922 0.0 0.0 0.0
H -6.21048 -1.77803 -1.21599 0.0 0.0 0.0
H -3.42510 -1.64954 -0.43384 0.0 0.0 0.1
H -4.63366 -0.47391 0.04469 0.0 0.0 0.0
```
Positions in Å, forces in eV/Å.

Results
* orbital gap: 7.2 eV
* charge: -1
* multiplicity: 1
* energy above the lowest of the compared OMol25 structures with the same formula, charge and spin: 32.5 kJ/mol
* M: 708.33 g/mol
* DFT total energy: -102287.038 eV
* E_LUMO: 2.472 eV

Atomic partial charges in e from the Löwdin method, atoms 1 to 2: number 1, Ni, carries 0.43; number 2, F, carries 0.04

---

Record 2
The following is a DFT calculation (ωB97M-V with the def2-TZVPD basis set) of a molecular structure, C34H27F2N8NiO4.

```
76
Properties=species:S:1:pos:R:3:forces:R:3
Ni 1.38505 0.35728 0.31462 -0.1 0.0 -0.1
F 5.72829 -0.70500 -2.53127 0.0 0.0 0.0
C 5.13312 -0.02336 -1.52317 0.0 0.0 0.0
C 3.79660 -0.23643 -1.26046 0.0 0.0 0.0
C 3.19144 0.46409 -0.22234 0.1 0.0 0.0
C 3.95901 1.37083 0.53207 0.0 0.0 0.0
C 5.29870 1.54549 0.21845 0.0 0.0 0.0
F 6.06688 2.41871 0.92203 0.0 0.0 0.0
C 5.91767 0.86168 -0.80580 0.0 0.0 0.0
C 3.21610 2.03423 1.60693 0.0 0.0 0.0
C 3.72126 2.92433 2.54975 0.0 0.0 0.0
C 2.87510 3.44118 3.51277 0.0 0.0 0.0
C 1.54164 3.06981 3.52089 0.0 0.0 0.0
C 1.10397 2.18179 2.55669 0.0 0.0 0.0
N 1.91269 1.68155 1.62483 0.0 0.1 0.0
H 3.23311 -0.94651 -1.85161 0.0 0.0 0.0
H 6.96287 1.01153 -1.03195 0.0 0.0 0.0
H 4.76493 3.19058 2.52909 0.0 0.0 0.0
H 3.25989 4.12614 4.25796 0.0 0.0 0.0
H 0.84950 3.44326 4.26187 0.0 0.0 0.0
H 0.08064 1.83841 2.51565 0.0 0.0 0.0
C -6.01678 3.66068 0.41402 0.0 0.0 0.0
O -5.40143 2.39521 0.49145 0.0 0.0 0.0
C -5.12099 1.76286 -0.68479 0.0 0.0 0.0
C -5.45098 2.26362 -1.93650 0.0 0.0 0.0
C -5.12107 1.52651 -3.06919 0.0 0.0 0.0
C -4.42898 0.33320 -2.97126 0.0 0.0 0.0
C -4.12570 -0.17532 -1.70425 0.0 0.0 0.0
C -4.47484 0.53127 -0.57381 0.0 0.0 0.0
N -4.19392 -0.35738 -4.21212 0.0 0.0 0.0
N -3.13728 -0.96014 -4.46125 0.0 0.0 0.0
C -2.00927 -0.91501 -3.58163 0.0 0.0 0.0
C -1.45316 -2.11817 -3.22311 0.0 0.0 0.0
C -0.41909 -2.21141 -2.28896 0.0 0.0 0.0
C 0.13095 -1.07459 -1.70097 0.0 0.0 0.0
O 1.06800 -1.14568 -0.81405 0.0 0.0 0.0
C -0.36930 0.20716 -2.16461 0.0 0.0 0.0
N 0.22915 1.30970 -1.65354 0.0 0.0 0.0
C -0.14899 2.48953 -2.06426 0.0 0.0 0.0
C -1.14692 2.67603 -3.04095 0.0 0.0 0.0
C -1.77504 1.58037 -3.55683 0.0 0.0 0.0
C -1.41754 0.28702 -3.10850 0.0 0.0 0.0
H -6.12860 4.00784 1.43805 0.0 0.0 0.0
H -7.00369 3.59995 -0.05500 0.0 0.0 0.0
H -5.39947 4.37211 -0.14277 0.0 0.0 0.0
H -5.96963 3.20467 -2.04902 0.0 0.0 0.0
H -5.39534 1.88749 -4.05314 0.0 0.0 0.0
H -3.60983 -1.11951 -1.59230 0.0 0.0 0.0
H -4.23341 0.14101 0.40642 0.0 0.0 0.0
H -1.88066 -3.02121 -3.64407 0.0 0.0 0.0
H -0.03865 -3.17880 -1.98745 0.0 0.0 0.0
H 0.35245 3.34463 -1.62011 0.0 0.0 0.0
H -1.40297 3.67478 -3.36974 0.0 0.0 0.0
H -2.53827 1.69227 -4.31518 0.0 0.0 0.0
N -0.46323 0.12998 1.05771 0.0 0.0 0.0
C -1.37164 -0.58052 1.21449 0.0 0.0 0.1
N -2.41955 -1.31525 1.40254 0.0 0.0 -0.1
C -2.20973 -2.54219 1.84074 0.0 0.0 0.0
N -2.08369 -3.62904 2.22938 0.0 0.0 0.0
O 2.12121 -2.43687 4.74097 0.0 0.0 0.0
C 2.21203 -1.75504 3.59469 0.0 0.0 0.0
O 2.70606 -0.65886 3.52346 0.0 0.0 0.0
C 1.65307 -2.51163 2.39835 0.0 0.0 0.0
N 1.01432 -3.77107 2.82363 0.0 0.0 0.0
C 1.49611 -4.85848 1.94912 0.0 0.0 0.0
C 2.15861 -4.15906 0.76382 0.0 0.0 0.0
C 2.75982 -2.91919 1.41608 0.0 0.0 0.0
H 0.95080 -1.84702 1.88971 0.0 0.0 0.0
H 0.00335 -3.70208 2.75741 0.0 0.0 0.0
H 1.65432 -3.26907 4.46669 0.0 0.0 0.0
H 0.66281 -5.50153 1.66580 0.0 0.0 0.0
H 2.22759 -5.47160 2.48562 0.0 0.0 0.0
H 1.40626 -3.84563 0.03668 0.0 0.0 0.0
H 2.89698 -4.78184 0.25701 0.0 0.0 0.0
H 2.98417 -2.11860 0.71608 0.0 0.0 0.0
H 3.67314 -3.17565 1.96244 0.0 0.0 0.0
```
Positions in Å, forces in eV/Å.

Results
* orbital gap (alpha / beta): 7.1 / 7.1 eV
* charge: -1
* multiplicity: 1
* energy above the lowest of the compared OMol25 structures with the same formula, charge and spin: 0.0 kJ/mol
* M: 708.33 g/mol
* DFT total energy: -102287.375 eV
* E_LUMO (alpha / beta): 2.378 / 2.378 eV

Atomic partial charges in e from the Löwdin method, atoms 1 to 2: number 1, Ni, carries 0.44; number 2, F, carries 0.04

---

Record 3
The following is a DFT calculation (ωB97M-V with the def2-TZVPD basis set) of a molecular structure, C34H27FN3O4PSTi in a non-equilibrium geometry.

```
72
Properties=species:S:1:pos:R:3:forces:R:3
Ti -0.30123 0.98442 -0.31162 1.3 -0.2 -0.1
O -0.93240 4.47192 1.81142 -0.1 -0.1 0.2
C -0.95885 3.25012 1.26170 -0.2 0.0 -0.1
O -0.14684 2.95222 0.33620 -0.2 0.3 0.3
C -1.94186 2.31325 1.65152 0.2 0.1 -0.1
C -2.99639 2.41633 2.59214 -0.2 -0.1 0.1
C -3.88812 1.36409 2.68425 0.2 0.2 0.0
C -3.79104 0.24276 1.85533 -0.1 -0.1 0.0
C -2.72408 0.18971 0.93387 0.0 -0.1 -0.1
N -1.80141 1.19045 0.89316 -1.1 0.1 0.6
C -2.38485 -0.76672 -0.04484 -0.7 0.1 0.4
O -3.08477 -1.87738 -0.30486 0.2 0.0 -0.1
O -1.33486 -0.54272 -0.74932 -0.6 -0.9 0.1
H -0.22109 4.96537 1.38647 0.1 0.0 -0.1
H -3.08823 3.29667 3.20982 0.0 0.0 0.0
H -4.68880 1.41540 3.41070 0.0 0.0 0.0
H -4.51420 -0.55858 1.92981 0.0 0.0 0.0
H -3.82780 -1.93464 0.30646 0.0 0.0 0.0
N -0.32871 -1.85392 2.00632 0.0 0.3 -0.2
C -0.29531 -2.99323 1.22658 0.0 -0.2 -0.2
C -0.99491 -4.12056 1.67136 0.0 0.0 0.1
C -1.01100 -5.29133 0.94149 0.0 0.1 0.0
C -0.31756 -5.36471 -0.25586 0.0 -0.1 -0.1
C 0.37944 -4.25768 -0.70949 -0.1 0.1 0.0
C 0.40853 -3.05991 0.00186 -0.1 0.2 0.2
P 1.35195 -1.58240 -0.59111 0.7 -1.0 0.2
C 2.81056 -1.72381 0.54387 0.0 0.3 -0.1
C 4.02638 -1.16270 0.14464 -0.1 0.0 0.0
C 5.10741 -1.11101 1.00926 0.1 0.0 0.0
C 5.00071 -1.62823 2.29182 0.0 -0.1 0.1
C 3.81731 -2.23119 2.68478 0.0 0.1 0.0
C 2.73203 -2.27544 1.82014 0.2 -0.1 0.0
C 2.11837 -2.23560 -2.12724 -0.2 0.1 -0.1
C 1.60094 -1.77763 -3.33663 0.0 0.1 0.1
C 2.05129 -2.29648 -4.54254 0.0 -0.1 -0.1
C 3.03231 -3.27554 -4.54804 0.0 0.0 0.0
C 3.58060 -3.71474 -3.34915 0.0 0.0 0.0
C 3.12439 -3.20156 -2.14627 0.0 0.0 0.0
H -0.58301 -1.97278 2.97159 0.0 0.0 0.0
H 0.35431 -1.12359 1.84410 -0.1 0.1 0.1
H -1.53040 -4.05770 2.61314 0.0 0.0 0.0
H -1.56679 -6.14522 1.30734 0.0 0.0 0.0
H -0.31695 -6.27941 -0.83372 0.0 0.0 0.0
H 0.90950 -4.33042 -1.64730 0.0 0.0 0.0
H 4.12900 -0.77907 -0.86378 0.0 0.0 0.0
H 6.04076 -0.66755 0.68470 0.0 0.0 0.0
H 5.84024 -1.57809 2.97318 0.0 0.0 0.0
H 3.72444 -2.66282 3.67330 0.0 0.0 0.0
H 1.83294 -2.76919 2.15232 0.1 0.0 0.0
H 0.83316 -1.01059 -3.32382 0.0 0.0 0.0
H 1.63189 -1.94994 -5.47828 0.0 0.0 0.0
H 3.36760 -3.70244 -5.48458 0.0 0.0 0.0
H 4.35513 -4.47117 -3.35238 0.0 0.0 0.0
H 3.54631 -3.55602 -1.21418 0.0 0.0 0.0
S -1.05903 3.29538 -4.15541 0.1 -0.3 0.4
C -2.60927 3.07722 -3.45967 0.0 0.1 -0.1
C -2.57447 2.34247 -2.31251 -0.2 -0.1 0.0
C -1.26978 1.90996 -1.94155 0.4 0.6 -0.6
C -0.34933 2.36888 -2.85070 -0.5 0.2 -0.4
C 1.06962 2.25742 -2.61614 0.4 0.1 -0.1
C 2.05507 2.84869 -3.41343 -0.1 -0.2 0.1
C 3.37100 2.79213 -3.00668 -0.1 0.0 0.1
C 3.68270 2.17510 -1.79818 0.0 0.0 -0.1
C 2.66202 1.59673 -1.07322 0.2 0.0 0.1
N 1.39310 1.59718 -1.48138 0.3 0.7 -0.7
H -3.46371 3.52747 -3.94134 0.0 -0.1 0.0
H -3.46794 2.12284 -1.74133 0.0 0.0 0.0
H 1.76524 3.35854 -4.32166 0.0 0.0 0.0
H 4.14749 3.24552 -3.60907 0.0 0.0 0.0
H 4.69715 2.15480 -1.42687 0.0 -0.1 0.0
H 2.85318 1.12493 -0.11896 -0.1 0.0 0.0
F 0.87485 0.76873 1.12286 0.5 -0.3 0.4
```
Positions in Å, forces in eV/Å.

Results
* orbital gap (alpha / beta): 5.4 / 7.6 eV
* charge: 0
* multiplicity: 3
* energy above the lowest of the compared OMol25 structures with the same formula, charge and spin: 107.8 kJ/mol
* M: 671.51 g/mol
* DFT total energy: -94316.541 eV
* E_LUMO (alpha / beta): -0.154 / -0.227 eV

Atomic partial charges in e from the Löwdin method, atoms 1 to 2: number 1, Ti, carries 1.06; number 2, O, carries 0.13

---

Record 4
The following is a DFT calculation (ωB97M-V with the def2-TZVPD basis set) of a molecular structure, C34H27IrN5O2PS in a non-equilibrium geometry.

```
71
Properties=species:S:1:pos:R:3:forces:R:3
Ir -0.66706 -0.01458 1.49966 -2.9 -1.0 -2.1
N -3.23983 0.10137 5.20710 0.0 0.0 0.3
C -2.65395 -0.05234 3.99184 0.1 0.1 -1.2
S -0.98978 -0.52654 3.97090 1.0 0.5 -1.3
N -3.39428 0.16129 2.93913 -1.5 0.3 1.9
N -2.90567 0.01967 1.70175 0.8 0.5 -1.4
C -3.76907 0.33665 0.74091 1.0 -0.6 2.3
C -3.61773 0.27910 -0.65396 0.9 -0.2 -1.7
C -4.67959 0.75612 -1.45778 0.3 -0.1 0.3
C -4.62134 0.72458 -2.82547 -0.2 0.1 -0.3
C -3.50088 0.17770 -3.46771 -0.2 0.0 0.4
C -2.45957 -0.32128 -2.73207 0.0 -0.2 0.3
C -2.44452 -0.25685 -1.31192 -1.7 0.9 0.0
O -1.42046 -0.66451 -0.67812 1.8 -0.1 1.7
H -2.63641 0.23008 6.00282 0.0 0.0 -0.1
H -4.12928 0.57479 5.22094 0.0 -0.1 0.0
H -4.74515 0.66612 1.10196 0.2 -0.1 0.1
H -5.54437 1.17962 -0.96426 -0.1 0.0 0.0
H -5.44216 1.11577 -3.40879 0.0 0.0 0.0
H -3.45236 0.17677 -4.54717 0.0 -0.1 -0.1
H -1.59330 -0.75403 -3.20907 0.1 0.0 -0.1
O -1.58492 2.50477 2.91583 0.9 0.5 -0.5
N -0.58993 2.08618 1.99539 0.5 1.9 0.4
C 0.37385 2.98944 1.96639 -3.4 -1.2 1.3
C 1.53268 3.05752 1.17199 2.2 -0.5 -1.8
C 2.35991 4.20200 1.32146 -0.9 -0.5 0.3
C 3.48915 4.38251 0.56964 0.5 -0.2 -0.5
C 3.86436 3.42535 -0.37958 -0.2 0.2 0.3
C 3.07444 2.30761 -0.55838 0.1 0.0 0.0
C 1.92846 2.09772 0.20055 -0.3 0.6 0.6
P 0.93980 0.62922 -0.18007 1.0 -1.0 1.2
C 2.13391 -0.73064 -0.25199 0.2 0.1 -0.2
C 3.25069 -0.73059 0.57866 -0.1 0.1 -0.2
C 4.03927 -1.86297 0.67316 0.1 0.0 0.0
C 3.72338 -2.99288 -0.06346 0.1 0.0 0.0
C 2.60955 -2.99710 -0.88856 0.1 -0.1 0.0
C 1.80077 -1.87985 -0.96596 0.0 0.1 0.0
C 0.49985 1.01026 -1.91083 -0.4 0.1 0.3
C -0.48837 1.97282 -2.11124 0.1 -0.1 0.1
C -0.85976 2.33858 -3.39270 0.1 0.2 0.0
C -0.24400 1.74923 -4.48627 0.0 0.1 0.0
C 0.75392 0.80901 -4.29051 0.0 0.1 -0.1
C 1.13905 0.44852 -3.01023 0.1 -0.1 0.2
H -2.38949 2.01454 2.69520 0.1 -0.3 -0.1
H 0.20692 3.83029 2.63269 -0.1 0.0 0.0
H 2.06925 4.95435 2.04117 0.0 0.0 0.1
H 4.09572 5.26646 0.70461 0.0 0.0 0.0
H 4.75694 3.56021 -0.97083 0.1 0.0 -0.1
H 3.34486 1.56497 -1.29826 0.1 0.0 0.0
H 3.48441 0.15538 1.15437 0.1 0.0 0.1
H 4.88769 -1.86317 1.34131 0.1 0.0 0.0
H 4.33774 -3.87647 0.02022 0.0 -0.1 0.0
H 2.35943 -3.88526 -1.44881 -0.1 -0.1 0.0
H 0.89318 -1.89348 -1.55130 -0.1 -0.1 -0.1
H -0.97124 2.42320 -1.25172 -0.1 0.0 0.0
H -1.63380 3.07873 -3.53759 -0.1 0.0 0.0
H -0.52764 2.03457 -5.48991 0.0 0.0 0.0
H 1.24801 0.36095 -5.14003 0.0 0.0 -0.1
H 1.94067 -0.26314 -2.87495 0.0 -0.1 0.0
N 1.79013 -6.95866 1.05656 0.2 -0.3 0.0
C 1.33387 -5.91608 1.20686 0.2 -0.5 -0.1
C 0.79146 -4.62165 1.36232 -0.3 0.7 0.1
C 1.48157 -3.66536 2.10887 -0.2 -0.1 0.0
C 0.99203 -2.37537 2.17695 0.2 -0.3 0.2
C -0.17636 -2.00659 1.51698 -0.2 0.6 -0.3
C -0.89565 -2.98938 0.84601 0.0 -0.2 -0.1
C -0.41388 -4.28249 0.74865 0.1 -0.1 0.1
H 2.39545 -3.93990 2.61898 0.0 0.0 0.0
H 1.54481 -1.64937 2.75855 0.0 0.1 0.0
H -1.82578 -2.74999 0.35805 -0.1 0.1 -0.1
H -0.95960 -5.03348 0.19107 0.0 0.0 0.0
```
Positions in Å, forces in eV/Å.

Results
* orbital gap (alpha / beta): 6.1 / 6.1 eV
* charge: 0
* multiplicity: 1
* M: 792.88 g/mol
* DFT total energy: -70202.120 eV
* E_LUMO (alpha / beta): -1.184 / -1.182 eV

Atomic partial charges in e from the Löwdin method, atoms 1 to 2: number 1, Ir, carries 1.05; number 2, N, carries 0.07

---

Look up the DFT total energy of the third one. -94316.541 eV

---

Which value of charge does entry 1 give? -1

---

Look up the M of the fourth one. 792.88 g/mol